Computed, not measured: a molecular structure, C26H50NOP3Ti in a non-equilibrium geometry, with the ωB97M-V functional and the def2-TZVPD basis.

For the HOMO energy (spin up / spin down), the calculation gives -17.23 / -17.30 eV. For the total energy, the calculation gives -3022.59668 a.u. Its total charge is +4. The value obtained for the energy above the lowest of the compared OMol25 structures with the same formula, charge and spin is 34.90 kcal per mole. The LUMO energy (spin up / spin down) comes out at -14.76 / -14.78 eV.

Cartesian coordinates (Å):
Ti1 -0.01 -0.14 -0.51
P1 0.42 -2.21 -1.78
P2 2.49 -0.18 0.14
P3 -2.52 0.33 -1.00
H1 1.36 2.10 -1.45
C1 0.33 2.08 -1.07
C2 0.07 2.12 0.33
H2 0.88 2.35 1.03
C3 1.52 -1.95 -3.22
C4 1.30 -3.58 -0.93
C5 -1.08 -3.07 -2.34
C6 3.20 1.32 0.91
C7 2.95 -1.45 1.38
C8 3.73 -0.47 -1.17
C9 -3.27 1.85 -0.25
C10 -3.80 -0.89 -0.53
C11 -2.94 0.49 -2.78
H3 -0.42 2.41 -1.81
H4 -0.92 2.36 0.73
H5 1.06 -2.46 -4.08
H6 2.51 -2.40 -3.04
H7 1.64 -0.89 -3.49
H8 1.14 -4.50 -1.50
H9 0.92 -3.71 0.09
H10 2.38 -3.37 -0.87
H11 -0.79 -3.97 -2.90
H12 -1.71 -2.43 -2.98
H13 -1.70 -3.37 -1.48
H14 4.29 1.29 0.81
H15 2.97 1.38 1.98
H16 2.82 2.22 0.43
H17 3.94 -1.86 1.14
H18 2.23 -2.28 1.39
H19 2.99 -1.02 2.39
H20 4.70 -0.08 -0.83
H21 3.45 0.07 -2.08
H22 3.84 -1.53 -1.41
H23 -4.21 2.11 -0.76
H24 -2.59 2.71 -0.33
H25 -3.48 1.67 0.81
H26 -4.78 -0.58 -0.91
H27 -3.86 -1.01 0.55
H28 -3.56 -1.87 -0.97
H29 -3.89 1.03 -2.87
H30 -3.06 -0.50 -3.24
H31 -2.16 1.04 -3.32
C12 -0.38 0.98 -5.48
C13 0.15 0.34 -6.63
C14 -0.04 0.93 -7.89
C15 -0.83 2.08 -8.03
C16 -1.52 2.56 -6.91
C17 -1.34 2.01 -5.64
O1 0.16 0.77 -4.21
H32 -0.31 0.06 -3.68
H33 0.73 -0.58 -6.54
H34 0.43 0.51 -8.78
H35 -0.90 2.62 -8.99
H36 -2.21 3.40 -7.02
H37 -1.87 2.40 -4.77
C18 1.06 -1.27 4.74
N1 0.75 0.18 4.57
C19 1.85 1.04 5.12
C20 0.35 0.60 3.16
C21 -0.76 -0.28 2.68
C22 -1.85 -0.46 3.55
C23 -2.71 -1.53 3.36
C24 -2.47 -2.42 2.31
C25 -1.47 -2.16 1.37
C26 -0.74 -0.96 1.45
H38 1.82 -1.57 4.02
H39 0.14 -1.85 4.61
H40 1.44 -1.39 5.76
H41 -0.09 0.36 5.15
H42 2.76 0.89 4.52
H43 1.53 2.09 5.09
H44 2.03 0.71 6.16
H45 0.05 1.66 3.21
H46 1.26 0.54 2.55
H47 -2.00 0.21 4.41
H48 -3.53 -1.71 4.06
H49 -3.06 -3.34 2.22
H50 -1.23 -2.90 0.59


Computed, not measured: 5 unconnected molecules or ions with the total composition C26H35ClN4O13P in a non-equilibrium geometry, with the ωB97M-V functional and the def2-TZVPD basis.

For the HOMO energy, the calculation gives -12.04 eV. For the total energy, the calculation gives -3010.24646 a.u. Its total charge is +1. The LUMO energy comes out at -5.00 eV.

Cartesian coordinates (Å):
O1 -4.26 -0.36 -5.96
P1 -2.84 0.30 -5.61
Cl1 -2.05 -0.90 -4.14
C1 -3.45 1.71 -4.52
N1 -4.75 1.87 -4.51
N2 -5.21 2.83 -3.73
C2 -4.42 3.60 -3.00
C3 -3.04 3.51 -3.00
C4 -2.22 4.45 -2.20
C5 -2.49 4.66 -0.86
C6 -1.68 5.55 -0.16
C7 -0.67 6.20 -0.85
C8 -0.50 5.91 -2.20
N3 -1.24 5.05 -2.88
C9 -2.51 2.50 -3.80
C10 -1.06 2.23 -3.84
C11 -0.36 2.24 -5.04
C12 1.00 1.98 -4.95
C13 1.55 1.71 -3.70
N4 0.88 1.73 -2.55
C14 -0.42 1.99 -2.63
H1 -4.83 -0.51 -5.19
H2 -6.21 2.94 -3.69
H3 -4.90 4.34 -2.37
H4 -3.28 4.15 -0.34
H5 -1.86 5.74 0.89
H6 -0.05 6.91 -0.32
H7 0.30 6.41 -2.74
H8 -0.84 2.43 -5.98
H9 1.62 1.95 -5.84
H10 2.60 1.47 -3.64
H11 -0.99 2.01 -1.71
C15 0.93 -0.01 0.15
O2 1.99 -0.16 1.10
C16 3.02 -0.88 0.67
O3 3.12 -1.39 -0.42
O4 3.90 -0.97 1.66
C17 5.08 -1.73 1.35
H12 0.17 0.60 0.64
H13 1.28 0.50 -0.74
H14 0.51 -0.98 -0.10
H15 5.62 -1.28 0.52
H16 4.81 -2.76 1.11
H17 5.70 -1.72 2.24
C18 2.97 -5.18 0.83
O5 2.94 -6.52 0.36
C19 4.08 -7.19 0.55
O6 5.07 -6.75 1.07
O7 3.92 -8.42 0.08
C20 5.08 -9.26 0.22
H18 2.00 -4.74 0.61
H19 3.15 -5.15 1.91
H20 3.74 -4.61 0.31
H21 5.33 -9.38 1.27
H22 5.92 -8.84 -0.32
H23 4.81 -10.22 -0.21
C21 -4.20 1.13 -0.74
O8 -4.67 0.45 0.42
C22 -3.66 0.06 1.22
O9 -2.50 0.26 0.99
O10 -4.18 -0.57 2.26
C23 -3.21 -1.05 3.20
H24 -5.08 1.41 -1.32
H25 -3.65 2.03 -0.46
H26 -3.57 0.47 -1.33
H27 -2.63 -0.23 3.61
H28 -2.54 -1.77 2.73
H29 -3.77 -1.54 3.99
C24 -0.14 1.05 7.35
O11 1.22 0.83 6.98
C25 1.39 -0.01 5.96
O12 0.51 -0.57 5.36
O13 2.69 -0.13 5.73
C26 3.03 -1.01 4.66
H30 -0.12 1.74 8.19
H31 -0.70 1.48 6.53
H32 -0.60 0.11 7.67
H33 2.60 -0.66 3.72
H34 2.68 -2.02 4.87
H35 4.11 -1.01 4.58


Computed, not measured: a molecular structure, C3H6HgO3 in a non-equilibrium geometry, with the ωB97M-V functional and the def2-TZVPD basis.

For the HOMO energy, the calculation gives -9.40 eV. For the total energy, the calculation gives -496.91325 a.u. Its total charge is 0. The value obtained for the energy above the lowest of the compared OMol25 structures with the same formula, charge and spin is 29.64 kcal per mole. The LUMO energy comes out at -0.98 eV.

Cartesian coordinates (Å):
O1 1.47 -0.76 -1.54
C1 1.80 0.10 -0.66
C2 0.64 0.71 0.13
O2 -0.52 -0.10 -0.03
C3 -1.71 0.44 0.54
Hg1 -0.20 -1.76 -1.15
H1 0.45 1.72 -0.26
H2 0.88 0.80 1.20
H3 -2.18 -0.37 1.11
H4 -1.46 1.28 1.20
H5 -2.39 0.77 -0.26
O3 2.93 0.20 -0.17
H6 0.28 -3.01 -0.11


Computed, not measured: 2 unconnected molecules or ions with the total composition C5H11NP in a non-equilibrium geometry, with the ωB97M-V functional and the def2-TZVPD basis.

For the HOMO energy, the calculation gives -12.37 eV. For the total energy, the calculation gives -592.82249 a.u. Its total charge is +1. The value obtained for the energy above the lowest of the compared OMol25 structures with the same formula, charge and spin is 65.17 kcal per mole. The LUMO energy comes out at -3.91 eV.

Cartesian coordinates (Å):
C1 3.61 0.28 0.10
C2 2.32 0.26 0.45
C3 1.11 0.01 -0.24
C4 -0.10 -0.07 0.34
C5 -1.33 -0.19 -0.33
N1 -2.11 -1.43 -0.05
P1 -2.56 1.32 -0.19
H1 4.19 0.40 0.97
H2 3.88 0.17 -0.88
H3 2.14 0.49 1.48
H4 1.02 0.06 -1.30
H5 -0.17 -0.02 1.43
H6 -1.29 -0.21 -1.83
H7 -3.08 -1.11 -0.25
H8 -1.81 -2.21 -0.68
H9 -2.10 -1.74 0.97
H10 -2.14 1.86 0.95
H11 -1.56 2.13 -0.95


Computed, not measured: C3H2O2 in the gas phase in a non-equilibrium geometry, with the ωB97M-V functional and the def2-TZVPD basis.

For the HOMO energy, the calculation gives -8.92 eV. For the total energy, the calculation gives -265.85923 a.u. As for the SMILES: O=C=C1CO1. Its total charge is 0. The value obtained for the energy above the lowest of the compared OMol25 structures with the same formula, charge and spin is 57.75 kcal per mole. The LUMO energy comes out at 0.20 eV.

Cartesian coordinates (Å):
O1 -3.81 0.41 -0.10
C1 -2.75 -0.06 -0.07
C2 -1.55 -0.40 0.34
C3 -0.21 -0.26 -0.20
O2 -0.77 -1.48 0.04
H1 -0.06 -0.07 -1.20
H2 0.77 -0.02 0.33


Computed, not measured: a molecular structure, C5H12O2 in a non-equilibrium geometry, with the ωB97M-V functional and the def2-TZVPD basis.

For the HOMO energy, the calculation gives -8.19 eV. For the total energy, the calculation gives -347.78862 a.u. Its total charge is 0. The value obtained for the energy above the lowest of the compared OMol25 structures with the same formula, charge and spin is 261.17 kcal per mole. The LUMO energy comes out at -0.21 eV.

Cartesian coordinates (Å):
O1 -1.90 1.58 0.60
C1 -0.98 0.87 -0.02
C2 -0.81 -0.48 0.28
C3 0.06 -1.28 -0.70
C4 1.58 -0.85 -0.76
C5 2.48 0.80 -0.18
H1 -0.86 1.33 -1.00
H2 -1.38 -0.79 1.17
H3 0.05 0.46 0.69
H4 -0.19 -0.70 -1.59
H5 -0.17 -2.33 -0.69
H6 2.92 1.47 0.56
H7 2.54 -1.29 -0.95
H8 1.81 -0.37 0.42
H9 3.10 0.79 -1.07
H10 1.51 1.29 -0.36
H11 -2.56 0.84 0.91
H12 -3.93 -0.91 1.59
O2 -3.28 -0.41 1.11